Entry 1:
The following is a DFT calculation (wB97M-V/def2-TZVPD) of a 2-piece molecular cluster, C15H32N3O3S overall in a non-equilibrium geometry.

```
54
Properties=species:S:1:pos:R:3:forces:R:3
O -2.18904 -0.87573 6.36572 0.1 -0.1 -0.4
O 0.65887 0.65017 -1.65346 -0.5 -0.9 -0.5
O 0.13481 -3.16182 2.35408 -0.3 0.5 -0.2
S -0.80252 -0.42796 -3.50770 -0.2 -0.3 -0.9
C -1.03260 -0.54539 6.14642 -1.3 0.2 1.5
C 0.02106 -0.35754 -1.94258 1.4 1.5 1.2
C -0.10060 -2.93716 3.53691 0.3 0.5 -0.9
N 0.38437 -3.78743 4.45214 -0.1 -0.3 1.2
N -0.35379 -0.92271 5.06378 0.8 -1.0 -1.1
C -0.29250 0.32497 7.13456 0.0 -0.1 -0.1
C 0.12571 -3.81302 5.89356 0.0 0.2 -0.2
C 1.58409 -3.03884 -2.21882 0.1 0.1 0.2
C -0.03769 0.95899 -4.45387 0.1 0.3 0.6
C -0.05373 -1.53667 -0.97427 -0.5 -0.1 -0.4
C 1.25605 -2.33818 -0.89834 0.2 -0.2 -0.4
C -1.19415 -0.70596 2.80104 0.1 -0.7 -0.1
C -0.10682 3.42622 -6.12722 0.0 -0.3 -1.0
C 1.36524 3.71491 -4.21995 1.1 0.0 0.4
C -0.83408 4.67736 -4.20868 -0.7 1.0 0.4
C -0.62238 2.30114 -3.98555 -0.4 -1.4 0.5
C -0.92798 -1.68966 3.95177 -0.1 0.3 0.1
N -0.04022 3.50528 -4.64644 0.0 0.5 0.0
H 0.91824 -4.55277 4.06739 -0.1 0.1 -0.1
H 0.59403 -0.60018 4.96884 0.1 0.0 -0.1
H -0.88986 0.41423 8.04155 0.1 0.0 -0.2
H -0.14363 1.31214 6.70120 0.1 0.1 0.0
H 0.66791 -0.12640 7.37525 0.2 0.1 0.1
H -0.91402 -3.54994 6.10302 0.1 0.0 0.0
H 0.78502 -3.11268 6.40881 -0.1 -0.1 0.1
H 0.31195 -4.81592 6.28251 0.0 0.1 -0.2
H 2.48429 -3.65055 -2.10160 -0.1 0.1 -0.1
H 1.76605 -2.31029 -3.01466 0.0 -0.1 0.0
H 0.76008 -3.69342 -2.52100 0.1 0.1 0.0
H 1.04770 0.93731 -4.31421 -0.2 -0.2 0.1
H -0.24530 0.80605 -5.51717 -0.1 -0.4 0.3
H -0.87454 -2.19716 -1.26838 0.0 -0.1 0.0
H -0.28451 -1.15008 0.02106 0.0 0.2 -0.2
H 1.16124 -3.09718 -0.11401 -0.1 0.3 0.0
H 2.08235 -1.67593 -0.61736 -0.2 0.0 0.0
H -0.25342 -0.30392 2.42381 0.0 0.0 -0.1
H -1.71790 -1.22245 1.99622 0.1 0.1 -0.1
H -1.82454 0.11124 3.15505 0.1 -0.1 0.1
H 0.54403 2.63118 -6.50843 -0.1 0.2 0.3
H -1.12998 3.21762 -6.46123 0.2 0.1 0.3
H 0.21338 4.36984 -6.58460 0.0 -0.2 0.4
H 1.74957 4.67283 -4.59010 -0.3 -0.2 -0.1
H 2.01552 2.91994 -4.60201 -0.3 0.1 0.0
H 1.44281 3.71712 -3.12589 -0.3 -0.1 -0.3
H -0.44982 5.60191 -4.65537 0.1 -0.4 0.0
H -1.88508 4.57011 -4.50214 0.3 -0.2 0.0
H -0.79742 4.78791 -3.11810 0.1 -0.2 -0.3
H -0.47419 2.37689 -2.90108 0.1 0.2 -0.3
H -1.70547 2.27322 -4.15704 0.2 0.3 -0.2
H -1.89658 -2.08161 4.26657 0.0 0.1 0.4
```
Positions in Å, forces in eV/Å.

charge	+1
spin multiplicity	1
relative energy (zero: lowest compared OMol25 entry of this formula, charge and spin)	0.000	eV
maximum force	0.047	hartree/bohr
Kohn-Sham gap	0.3187	Ha
E_LUMO	-0.094	hartree

Atom charges from the Mulliken analysis, given in e for atoms 1 to 2: number 1, O, carries -0.65; number 2, O, carries -0.59

---

Entry 2:
The following is a DFT calculation (wB97M-V/def2-TZVPD) of C30H43ClN6O3RhTe as an isolated structure in a non-equilibrium geometry.

```
85
Properties=species:S:1:pos:R:3:forces:R:3
Rh 0.97682 1.12106 -0.72440 0.1 -0.1 1.0
C 0.69253 -3.10918 -2.36723 -0.1 0.0 -0.1
C 0.96771 -1.63831 -2.18102 -0.7 -0.5 0.5
O 1.58744 -0.99466 -3.03044 0.5 0.3 -0.4
N 0.52532 -0.99868 -1.08202 -0.6 -0.8 -0.3
Te -0.41089 -1.87412 0.58731 1.6 0.9 0.8
C -1.99538 -3.10866 1.33574 -0.1 0.0 -1.4
C -1.57150 -4.08315 2.24702 0.0 0.0 0.0
C -0.17036 -4.28439 2.77065 0.1 0.1 -0.1
C -2.56389 -4.91992 2.75530 0.1 0.1 0.1
C -3.88742 -4.83301 2.36679 -0.1 0.0 0.0
C -4.92493 -5.75634 2.93247 0.0 0.0 0.0
C -4.23986 -3.88269 1.41062 0.0 0.1 0.0
C -3.30877 -3.02328 0.85717 -0.2 -0.4 0.3
C -3.74823 -2.06740 -0.20135 0.1 0.1 -0.1
C -1.15441 0.05053 0.99775 -0.1 0.1 -0.4
C -1.50579 0.94149 -0.04654 0.0 0.1 -0.2
C -1.97720 0.52521 -1.42689 -0.3 -0.3 0.1
C -1.71586 2.28735 0.29825 0.1 -0.2 -0.1
C -1.60448 2.74921 1.59818 -0.1 0.0 0.1
C -1.77608 4.20158 1.93569 0.0 0.0 0.0
C -1.35469 1.81417 2.59366 0.0 0.0 0.0
C -1.12910 0.46795 2.32431 0.1 0.1 0.2
C -0.86085 -0.46653 3.47085 0.0 0.0 -0.1
H 1.26233 -3.48780 -3.21131 0.0 0.0 0.0
H -0.36987 -3.25935 -2.57095 0.0 0.0 0.0
H 0.94414 -3.67522 -1.46868 0.0 0.0 0.0
H 0.60298 -3.82346 2.15938 0.0 -0.1 0.1
H 0.04885 -5.34853 2.83578 0.0 0.0 0.0
H -0.08363 -3.86819 3.77534 0.0 0.0 0.0
H -2.27232 -5.66857 3.48081 0.0 0.0 0.0
H -4.52455 -6.35775 3.74421 0.0 0.0 0.0
H -5.29628 -6.43102 2.16082 0.0 0.0 0.0
H -5.77837 -5.19266 3.30694 0.0 0.0 0.0
H -5.26580 -3.83041 1.07076 -0.1 0.0 0.0
H -4.67867 -2.39912 -0.65533 0.0 0.0 0.0
H -3.00204 -1.98469 -0.99415 0.0 0.0 0.0
H -3.91084 -1.07214 0.21751 0.0 0.0 0.0
H -1.42893 -0.31427 -1.84966 -0.1 0.1 0.0
H -1.91660 1.35852 -2.11429 -0.1 0.0 0.1
H -3.02689 0.24437 -1.36583 -0.1 0.0 0.0
H -2.03879 2.97053 -0.47978 0.1 0.0 0.0
H -1.99459 4.79426 1.04986 0.0 0.0 0.0
H -0.86669 4.59046 2.39562 0.0 0.0 0.0
H -2.58562 4.34388 2.65135 0.0 0.0 0.0
H -1.30692 2.14777 3.62329 0.0 0.0 0.1
H -0.55916 0.09262 4.35267 0.0 0.0 0.1
H -0.06733 -1.18216 3.23949 0.0 0.0 0.0
H -1.76127 -1.02952 3.72546 0.0 0.0 0.0
Cl 4.78606 1.39179 2.25313 -0.2 0.0 0.0
C 3.10174 1.63079 2.85172 0.2 0.1 0.3
C 2.16204 1.31778 1.71365 -0.1 0.0 0.0
O 1.70802 2.30176 1.06005 0.1 0.3 -0.2
O 1.93191 0.13209 1.40828 -0.1 -0.1 0.2
H 3.02604 2.67360 3.14746 0.0 -0.1 0.0
H 2.96094 0.95896 3.69542 0.0 0.0 -0.1
N -2.12928 3.58963 -4.08788 0.0 -0.1 0.0
C -1.17610 3.74539 -3.14595 0.0 0.0 -0.2
C -0.29331 2.70149 -2.81123 0.4 0.2 -0.4
N 0.55688 2.83605 -1.80454 -0.6 0.3 0.2
C 0.60859 4.00756 -1.15145 0.2 0.1 -0.1
C -0.21401 5.04499 -1.55522 0.2 0.0 0.0
N -1.11359 4.91650 -2.51640 -0.1 0.0 0.0
H -2.16131 2.77944 -4.67986 0.0 0.0 0.0
H -2.68771 4.38927 -4.33216 0.0 0.0 0.0
H -0.25675 1.77389 -3.36661 -0.1 -0.1 0.0
H 1.29466 4.08762 -0.32230 -0.1 0.0 0.1
H -0.13711 6.01703 -1.08724 0.0 0.0 0.1
N 5.32802 0.30653 -2.64873 0.1 -0.1 -0.1
C 4.70253 1.62894 -2.99155 0.0 0.1 0.0
C 3.22503 1.59082 -2.63651 0.1 0.1 -0.2
N 2.98921 1.23292 -1.22526 -0.5 -0.4 -0.1
C 3.65996 -0.04664 -0.89707 0.3 -0.1 0.0
C 5.14439 0.01235 -1.18212 0.0 0.1 0.1
H 6.32091 0.29421 -2.90867 -0.2 0.0 0.0
H 4.85219 -0.42889 -3.19126 0.2 0.1 0.1
H 4.84327 1.81650 -4.05554 0.0 0.0 0.0
H 5.24061 2.38886 -2.42291 0.0 0.0 0.0
H 2.69542 0.85318 -3.24553 0.0 0.0 0.1
H 2.79613 2.56973 -2.84051 0.0 0.0 0.0
H 3.31065 1.97239 -0.59351 0.0 -0.1 0.0
H 3.19210 -0.81942 -1.50842 0.0 0.1 0.0
H 3.49387 -0.29185 0.14898 0.0 0.1 -0.1
H 5.63806 -0.92848 -0.94567 0.0 0.0 -0.1
H 5.62670 0.81743 -0.62583 0.1 0.0 -0.1
```
Positions in Å, forces in eV/Å.

⟨S²⟩	0.761
charge	+2
spin multiplicity	2
relative energy (zero: lowest compared OMol25 entry of this formula, charge and spin)	0.000	eV
maximum force	0.038	hartree/bohr
Kohn-Sham gap (alpha / beta)	0.2427 / 0.2571	Ha
E_LUMO (alpha / beta)	-0.229 / -0.231	hartree

Atom charges from the Mulliken analysis, given in e for atoms 1 to 2: number 1, Rh, carries 1.37; number 2, C, carries -1.64

---

Entry 3:
The following is a DFT calculation (wB97M-V/def2-TZVPD) of the molecule C4H4O3 in a non-equilibrium geometry.

```
11
Properties=species:S:1:pos:R:3:forces:R:3
O -1.96663 1.02044 -0.74192 6.8 0.5 5.5
C -0.70485 1.09256 0.19759 -9.3 1.4 -6.9
C 0.17402 -0.04902 0.03924 -5.4 -0.1 -0.7
C 1.23639 0.33859 -0.85988 3.4 -0.4 2.8
O 1.86452 1.28715 -0.39315 -0.5 -0.6 -2.1
C -0.20285 -1.20534 0.82260 0.5 -1.7 0.1
O -0.95607 -1.10283 -0.35224 2.9 0.0 0.4
H -0.88670 2.15561 0.24743 1.5 0.3 1.4
H 1.65250 -0.43988 -1.51599 -0.2 0.6 -0.9
H 0.56249 -1.97952 0.80702 -0.1 -0.3 0.3
H -0.77283 -1.11776 1.74930 0.3 0.3 0.0
```
Positions in Å, forces in eV/Å.

SMILES	O=CC1(C=O)CO1
charge	0
spin multiplicity	1
relative energy (zero: lowest compared OMol25 entry of this formula, charge and spin)	7.637	eV
maximum force	0.226	hartree/bohr
Kohn-Sham gap (alpha / beta)	0.3214 / 0.3225	Ha
E_LUMO (alpha / beta)	-0.039 / -0.039	hartree

Atom charges from the Mulliken analysis, given in e for atoms 1 to 2: number 1, O, carries -0.45; number 2, C, carries -0.44

---

Entry 4:
The following is a DFT calculation (wB97M-V/def2-TZVPD) of the molecule C2H4P2 in a non-equilibrium geometry.

```
8
Properties=species:S:1:pos:R:3:forces:R:3
C -0.05998 2.13579 -0.54196 0.1 -2.7 -0.8
C 0.75282 -0.77998 -1.18882 -0.3 2.8 4.1
P 1.84869 0.31597 0.15368 -1.6 -0.1 -1.7
P -0.22449 0.34354 -0.02681 0.5 0.5 -0.8
H -0.13797 1.95000 -1.71333 0.6 0.3 1.8
H 0.57876 -0.40376 -2.11590 0.1 1.2 -2.8
H 0.56221 -1.79123 -1.13286 0.1 -2.3 0.6
H -1.18122 -0.23207 0.88795 0.5 0.3 -0.4
```
Positions in Å, forces in eV/Å.

charge	0
spin multiplicity	1
relative energy (zero: lowest compared OMol25 entry of this formula, charge and spin)	4.626	eV
maximum force	0.097	hartree/bohr
Kohn-Sham gap	0.2910	Ha
E_LUMO	-0.021	hartree

Atom charges from the Mulliken analysis, given in e for atoms 1 to 2: number 1, C, carries -0.40; number 2, C, carries -0.74

---

Entry 5:
The following is a DFT calculation (wB97M-V/def2-TZVPD) of C25H17N9OReS3 as an isolated structure in a non-equilibrium geometry.

```
56
Properties=species:S:1:pos:R:3:forces:R:3
Re -0.16036 -0.34933 1.68628 -1.5 1.2 -1.2
N -1.95066 -2.53373 3.79708 0.1 0.2 0.4
C -1.34456 -1.43983 4.34328 0.1 0.2 0.3
N -1.23766 -1.15493 5.62678 -1.0 -1.8 -0.6
N -0.57086 -0.01893 5.67778 0.6 1.2 0.1
N -0.27316 0.40437 4.51758 0.8 1.2 0.4
N -0.74256 -0.46013 3.60078 0.0 -1.3 -0.2
C -2.07296 -2.68543 2.45508 0.3 0.3 -1.4
N -2.69846 -3.65383 1.81548 -0.2 -0.1 1.7
N -2.58456 -3.36843 0.52898 0.0 -0.2 -0.9
N -1.92726 -2.29983 0.34598 0.0 0.5 -1.0
N -1.56196 -1.79853 1.53738 0.2 -0.2 1.2
H -2.38186 -3.20833 4.40948 0.0 0.0 0.0
O 1.09604 -0.28973 0.30328 -0.6 0.8 2.2
C 1.33874 -0.78883 -0.96812 0.0 -1.1 -1.6
C 0.40744 -0.06373 -1.92032 0.2 0.2 -0.1
C -0.94686 -0.19743 -2.00572 0.2 -0.2 -0.1
C -1.53016 0.73377 -2.89312 -0.1 0.1 -0.1
C -0.61896 1.57237 -3.44652 0.5 0.0 0.2
S 0.97494 1.24547 -2.90252 -0.5 -0.2 0.0
C 2.78614 -0.57523 -1.33432 0.1 0.3 0.4
C 3.66714 -1.44633 -1.89542 -0.2 0.1 0.0
C 4.95504 -0.88623 -2.05542 0.2 0.1 0.0
C 5.02634 0.39267 -1.60772 -0.2 0.1 0.1
S 3.52964 0.94767 -0.97772 0.3 -0.5 -0.1
C 1.04454 -2.27303 -0.89482 -0.1 -0.1 0.3
C 0.49984 -3.14313 -1.78012 0.3 0.4 0.1
C 0.36864 -4.45033 -1.25172 0.1 -0.2 0.2
C 0.80454 -4.54923 0.02698 0.0 0.1 0.1
S 1.41114 -3.05063 0.61918 -0.1 -0.2 -0.5
H -1.50336 -0.94533 -1.46702 0.0 -0.1 0.1
H -2.58086 0.76917 -3.11412 -0.2 0.0 0.0
H -0.77526 2.38057 -4.13222 -0.1 0.1 -0.2
H 3.40924 -2.45103 -2.18532 -0.1 -0.1 0.0
H 5.78974 -1.42343 -2.46742 0.2 0.0 -0.1
H 5.86644 1.05647 -1.61572 0.3 0.1 0.0
H 0.19894 -2.86243 -2.77312 -0.1 0.1 -0.2
H -0.04526 -5.27343 -1.80632 -0.1 -0.2 0.0
H 0.81714 -5.41303 0.66158 0.0 -0.2 0.1
C 0.74374 4.62407 -0.63002 -0.3 0.1 -0.2
C 1.46804 3.64397 0.05878 0.0 -0.3 0.3
C 0.81744 2.59637 0.65618 0.3 0.0 0.0
C -0.58456 2.46057 0.57678 0.1 0.2 0.1
C -1.28156 1.34547 1.13108 0.3 -0.9 0.2
C -2.66336 1.36297 1.13718 0.4 -0.5 0.2
C -3.38256 2.42717 0.58418 0.0 0.4 -0.1
C -2.72886 3.46167 -0.02922 -0.1 -0.2 0.1
C -1.32086 3.49657 -0.06122 0.2 -0.2 0.2
C -0.62156 4.55587 -0.67492 0.2 0.1 -0.1
H 1.27234 5.43297 -1.11202 0.0 0.1 0.0
H 2.54294 3.71777 0.12188 0.1 0.0 0.0
H 1.39084 1.85697 1.21428 0.0 0.3 -0.1
H -3.21176 0.54197 1.57868 0.0 -0.1 0.0
H -4.45876 2.42397 0.64118 -0.2 0.0 0.0
H -3.27636 4.28287 -0.46822 -0.1 0.0 -0.1
H -1.18916 5.32017 -1.18282 -0.1 0.1 -0.1
```
Positions in Å, forces in eV/Å.

⟨S²⟩	0.759
charge	0
spin multiplicity	2
maximum force	0.046	hartree/bohr
Kohn-Sham gap (alpha / beta)	0.2365 / 0.2476	Ha
E_LUMO (alpha / beta)	-0.075 / -0.069	hartree

Atom charges from the Mulliken analysis, given in e for atoms 1 to 2: number 1, Re, carries 1.14; number 2, N, carries 0.01

---

Entry 6:
The following is a DFT calculation (wB97M-V/def2-TZVPD) of C19H23NS2Ti as an isolated structure in a non-equilibrium geometry.

```
46
Properties=species:S:1:pos:R:3:forces:R:3
Ti -0.54471 -1.13208 -0.44344 -0.6 -1.4 -1.0
C -3.62690 0.05886 -2.11577 0.1 -1.0 -0.6
C -2.30353 0.52671 -1.53203 0.6 -1.1 -0.4
C -2.09860 0.60591 -0.09829 -0.7 0.3 -0.9
C -3.31646 0.32233 0.76629 -0.2 -0.5 0.9
C -0.83041 0.98219 0.42219 0.7 1.5 0.5
C -0.66673 1.33533 1.89638 -1.8 -0.1 0.3
C 0.29798 1.12133 -0.43155 -0.9 0.8 -1.7
C 1.64865 1.63017 0.09417 0.1 -0.5 -0.4
C 0.05334 1.05158 -1.89400 0.3 0.8 0.8
C 1.16540 1.53924 -2.79116 0.6 0.0 -0.2
C -1.21834 0.73056 -2.48265 0.6 -0.3 1.6
C -1.33789 0.55603 -4.02645 1.5 -0.4 1.7
H -4.43337 -0.15234 -1.41108 0.4 0.1 0.0
H -3.45955 -0.90846 -2.70073 -0.2 1.2 0.7
H -4.02154 0.79114 -2.83255 0.2 -0.1 0.1
H -4.21699 0.75632 0.37332 -0.2 0.2 -0.6
H -3.33974 0.71805 1.79479 0.8 -0.2 -0.4
H -3.49523 -0.77277 0.81624 0.1 0.7 0.1
H -0.80087 0.38980 2.43135 -0.1 0.4 0.5
H -1.45638 2.07896 2.24160 0.7 -1.1 -0.6
H 0.26098 1.79024 2.19589 0.3 -0.2 -0.2
H 1.49129 2.21387 0.98506 0.0 -0.1 0.3
H 2.09102 2.37099 -0.59280 -0.1 -0.7 0.0
H 2.36994 0.79379 0.32987 -0.6 0.9 -0.4
H 0.98662 1.24674 -3.83077 0.4 -0.1 0.3
H 2.16230 1.23680 -2.43174 -0.4 -0.3 -0.4
H 1.28343 2.64739 -2.82081 -0.7 -0.5 0.3
H -2.29256 0.15489 -4.25453 -0.8 0.0 -0.5
H -0.58276 -0.23263 -4.30394 -0.6 0.9 0.0
H -1.11407 1.50472 -4.53859 -0.2 -0.5 0.1
S 0.25294 -3.10501 -1.54914 -0.9 2.1 1.1
C 1.00316 -2.55065 -0.04668 2.3 -1.9 0.4
N 0.53127 -1.81052 0.99268 0.9 0.0 0.3
C 1.49053 -1.72158 2.08248 0.8 -1.5 -1.2
C 1.40463 -1.21262 3.36749 -0.2 1.2 0.4
C 2.60658 -0.91158 4.04350 -1.1 0.0 -0.4
C 3.82928 -1.16958 3.45379 0.9 0.5 -0.1
C 3.92457 -1.91522 2.28534 -0.1 0.0 -0.3
C 2.73720 -2.30717 1.67962 -0.8 1.3 0.1
S 2.60534 -3.13949 0.16601 -0.3 0.3 0.0
H 0.45634 -0.90562 3.81546 0.3 -0.1 -0.3
H 2.57154 -0.32910 4.96351 -0.1 -0.4 -0.1
H 4.69745 -0.65725 3.88383 -0.1 -0.6 -0.2
H 4.83439 -2.05338 1.69632 0.0 -0.2 0.8
H -1.59953 -2.16687 0.35147 -0.4 0.7 -0.5
```
Positions in Å, forces in eV/Å.

charge	+2
spin multiplicity	1
relative energy (zero: lowest compared OMol25 entry of this formula, charge and spin)	0.544	eV
maximum force	0.058	hartree/bohr
Kohn-Sham gap	0.2475	Ha
E_LUMO	-0.311	hartree

Atom charges from the Mulliken analysis, given in e for atoms 1 to 2: number 1, Ti, carries -0.12; number 2, C, carries -2.41

---

> Which of these has the lowest maximum force?

C30H43ClN6O3RhTe

---

> Look up the charge of the fifth one.

0

---

> Which value of spin multiplicity does entry 1 give?

1